# 1
8 unconnected molecules or ions with the total composition C28H36Cl3NO19 in a non-equilibrium geometry. Source: OMol25; level of theory: ωB97M-V/def2-TZVPD.

```
87
Properties=species:S:1:pos:R:3:lowdin_charge:R:1
C -15.5660 -13.0515 7.8140 -0.03
C -15.4250 -11.5267 8.1143 -0.41
C -16.3675 -10.6923 7.1180 -0.10
C -16.8862 -9.3368 7.6308 -0.19
C -17.4169 -9.4456 9.0308 -0.16
C -16.3767 -9.9113 10.0460 -0.43
N -15.8337 -11.3030 9.5827 -0.04
O -15.0318 -11.9048 10.5538 -0.06
C -17.1442 -10.1378 11.3687 -0.04
C -15.2719 -8.8044 10.1457 -0.02
C -13.9370 -11.1735 7.9471 -0.05
H -14.6537 -13.5265 8.1748 0.07
H -15.6276 -13.2404 6.7422 0.08
H -16.4291 -13.5426 8.2632 0.06
H -17.2758 -11.2344 6.8548 0.11
H -15.8484 -10.5291 6.1735 0.11
H -17.6147 -8.8540 6.9793 0.11
H -15.9764 -8.7370 7.6044 0.09
H -18.1820 -10.2216 9.0538 0.12
H -17.8044 -8.4964 9.4008 0.12
H -17.8302 -9.3379 11.6475 0.09
H -16.4433 -10.1903 12.2019 0.07
H -17.6502 -11.1018 11.4205 0.07
H -15.2803 -8.3247 11.1244 0.07
H -15.2995 -7.9272 9.4993 0.07
H -14.2870 -9.2502 10.0063 0.07
H -13.8984 -10.1032 8.1498 0.06
H -13.4025 -11.3584 7.0153 0.09
H -13.2936 -11.5070 8.7613 0.08
Cl -20.0792 -13.0935 8.6628 0.60
O -20.8997 -14.2276 8.3909 -0.39
O -18.8409 -13.7046 8.8200 -0.31
O -20.1951 -12.2449 7.5074 -0.34
O -20.5913 -12.5233 9.8677 -0.33
C -19.0727 -14.0564 14.9975 0.07
C -18.0384 -13.8251 15.8371 -0.18
C -16.6191 -13.3850 15.3914 -0.29
O -15.6731 -13.0725 16.1479 0.06
C -16.4770 -13.3413 13.9475 0.06
C -17.4910 -13.6924 13.0706 -0.18
C -18.8902 -14.1536 13.5107 -0.23
O -19.8106 -14.6126 12.7728 0.07
O -17.3303 -13.7035 11.7329 0.10
O -18.3546 -13.9612 17.1731 0.07
H -20.0823 -14.3377 15.2584 0.13
H -15.6412 -12.9408 13.3931 0.13
H -18.1462 -13.8282 11.2425 0.09
H -17.6178 -13.6193 17.6848 0.10
C -26.0329 -13.8224 9.9235 0.08
C -24.9679 -14.4413 9.4005 -0.22
C -24.9674 -15.8623 8.9410 -0.33
O -24.0757 -16.4988 8.4300 0.11
C -26.2000 -16.6042 9.2102 0.07
C -27.2682 -16.0557 9.8132 -0.18
C -27.3307 -14.5864 10.1935 -0.27
O -28.3734 -14.0992 10.6467 0.08
O -28.4700 -16.7137 10.1559 0.05
O -23.7514 -13.8188 9.3046 0.07
H -25.9242 -12.8889 10.4557 0.11
H -26.1668 -17.6595 8.9830 0.13
H -29.0903 -15.9936 10.2909 0.08
H -23.1909 -14.3694 8.7529 0.05
C -22.8787 -9.6429 12.6246 0.09
C -24.2298 -9.6034 12.5333 -0.19
C -25.0769 -10.8228 12.6106 -0.32
O -26.2920 -10.7962 12.6836 0.11
C -24.2770 -12.0650 12.6136 0.06
C -22.9688 -12.0780 12.5367 -0.21
C -22.1161 -10.8920 12.5614 -0.35
O -20.9440 -10.8623 12.3755 0.16
O -22.3695 -13.2987 12.3719 0.09
O -24.9148 -8.4014 12.4571 0.07
H -22.3090 -8.7278 12.5594 0.13
H -24.8530 -12.9695 12.4853 0.13
H -21.4244 -13.1894 12.2440 0.06
H -25.8261 -8.7015 12.4218 0.09
O -19.4435 -15.5847 6.0883 -0.07
H -20.0003 -16.2467 6.4981 0.03
H -19.7853 -14.7507 6.4106 -0.02
O -21.4166 -16.3664 10.4250 -0.05
H -22.1756 -16.1142 10.9508 0.02
H -20.9187 -15.5559 10.3181 0.00
C -23.2245 -12.9211 5.5938 -0.92
Cl -23.3715 -14.6616 5.8894 0.56
Cl -24.6304 -12.0790 6.4090 0.46
H -22.2145 -12.6693 5.9173 0.01
H -23.3915 -12.6373 4.5548 0.02
```

Calculated values
- multiplicity = 2
- gap between HOMO and LUMO (spin up / spin down) (eV) = 6.826 / 7.356
- HOMO (spin up / spin down) (eV) = -6.62 / -7.15
- energy (Eh) = -3953.09312
- total charge = -1

---

# 2
7 unconnected molecules or ions with the total composition C2H18O6 in a non-equilibrium geometry. Source: OMol25; level of theory: ωB97M-V/def2-TZVPD.

```
26
Properties=species:S:1:pos:R:3:lowdin_charge:R:1
C -0.4463 0.5979 -1.6457 -0.18
C -0.6905 -0.4864 -2.7456 -0.19
H -0.2859 0.0469 -0.6487 0.07
H -1.1529 1.3898 -1.7142 0.04
H 0.5734 1.1275 -1.6686 0.07
H -0.6270 -1.4817 -2.3338 0.02
H -1.6874 -0.3793 -3.4148 0.10
H 0.1872 -0.5167 -3.5556 0.09
H 3.6453 1.0276 0.0564 -0.04
H 3.2448 -0.4673 -0.2672 0.04
O 3.9261 0.2292 -0.2670 -0.02
H -3.7899 -0.7531 1.7059 0.00
H -3.0119 -1.3688 0.6004 0.01
O -3.5610 -0.6712 0.8355 0.02
H -1.7875 2.1650 2.5239 0.14
H -2.0083 0.8680 1.3887 -0.01
O -1.4516 1.5158 1.7872 -0.09
H -0.2327 -0.8764 3.4285 0.04
H -0.6190 0.0148 2.3176 -0.07
O -0.5853 -0.8689 2.5454 -0.03
H 0.8203 2.7559 1.3587 0.09
H 2.0898 2.8207 0.5669 -0.05
O 1.8181 3.0757 1.3923 -0.06
H 1.5365 -3.2526 -0.0615 0.05
H 1.8782 -3.4597 -1.4662 -0.01
O 2.2173 -3.0530 -0.7185 -0.02
```

Calculated values
- gap between HOMO and LUMO (eV) = 11.336
- relative energy (zero: lowest compared OMol25 entry of this formula, charge and spin) (kcal per mole) = 52.5
- HOMO (eV) = -11.18
- energy (Eh) = -538.35002
- SMILES = CC.O.O.O.O.O.O

---

# 3
A gas-phase ion, C20H33N2O8 (charge +1) in a non-equilibrium geometry. Source: OMol25; level of theory: ωB97M-V/def2-TZVPD.

```
63
Properties=species:S:1:pos:R:3:lowdin_charge:R:1
C -4.0914 -0.4526 0.1444 -0.06
C -3.8664 0.6492 -0.9806 -0.26
O -3.5308 1.8523 -0.2892 -0.19
C -3.4545 2.9846 -1.1704 -0.16
C -2.0443 3.6572 -1.0796 -0.12
O -1.0724 2.6877 -1.5324 -0.05
C -0.2700 2.2084 -0.5400 -0.15
C -0.6405 2.0062 0.8611 0.12
C 0.3025 1.4595 1.8347 -0.17
N -0.0949 1.2530 3.2043 0.10
C 1.6409 1.1037 1.3240 -0.08
C 2.6182 0.4790 2.3865 -0.09
C 2.3776 -1.1076 2.3119 -0.16
C 1.7813 -1.7007 3.6645 -0.14
C 0.7422 -2.8717 3.3553 -0.18
O 1.1302 -3.6527 2.2119 -0.04
C 0.1054 -4.4521 1.7391 -0.49
C 0.5594 -5.7584 0.9876 0.01
O -1.0714 -4.2135 1.8195 0.10
N 1.9904 1.2749 -0.0035 0.05
C 3.3150 0.8734 -0.5169 -0.10
O 4.1804 1.9765 -0.8238 -0.12
O 3.7755 3.1342 -0.1996 0.00
C 1.0941 1.8101 -0.9291 -0.04
C 1.4783 1.9733 -2.4447 -0.05
C 0.9527 0.7001 -3.2410 -0.18
O -0.4105 0.8633 -3.6148 -0.04
C -0.9573 -0.3089 -4.1795 -0.46
C -1.0776 -1.6236 -3.3254 0.02
O -1.3068 -0.2416 -5.3190 0.15
H -4.2902 -1.4610 -0.2913 0.08
H -3.1616 -0.4408 0.7702 0.07
H -4.9652 -0.1277 0.7647 0.08
H -3.0300 0.2587 -1.6359 0.11
H -4.7873 0.7278 -1.6201 0.13
H -3.5294 2.5714 -2.2216 0.14
H -4.3045 3.7079 -1.0676 0.14
H -2.0429 4.4862 -1.8467 0.15
H -1.8176 4.1449 -0.1009 0.14
H -1.6809 2.2976 1.1630 0.13
H -0.3139 0.2465 3.2699 0.09
H -1.0184 1.6987 3.2908 0.10
H 3.6788 0.7666 2.1787 0.12
H 2.2898 0.8014 3.4101 0.11
H 3.2914 -1.6694 1.9926 0.12
H 1.5960 -1.3129 1.5258 0.11
H 2.6190 -2.1498 4.2661 0.12
H 1.2187 -0.9281 4.2521 0.10
H 0.7641 -3.5568 4.2472 0.14
H -0.2726 -2.4080 3.2879 0.12
H -0.3053 -6.1928 0.4230 0.09
H 1.3173 -5.4570 0.2089 0.09
H 0.9867 -6.5143 1.6974 0.09
H 3.8708 0.2027 0.1869 0.14
H 3.1386 0.2555 -1.4436 0.15
H 3.6671 3.8243 -0.8844 0.13
H 0.9244 2.8554 -2.8762 0.14
H 2.5636 2.1783 -2.6005 0.12
H 1.6484 0.5779 -4.1223 0.15
H 1.1429 -0.1879 -2.5734 0.11
H -0.9238 -2.5094 -3.9852 0.10
H -0.3379 -1.6433 -2.4773 0.07
H -2.0914 -1.6062 -2.8441 0.09
```

Calculated values
- gap between HOMO and LUMO (eV) = 8.316
- HOMO (eV) = -12.21
- energy (Eh) = -1492.88009
- total charge = +1
- SMILES = CCOCCOc1cc(N)c(CCCCOC(C)=O)[n+](COO)c1CCOC(C)=O

---

# 4
A molecular structure, CH5LiO2 in a non-equilibrium geometry. Source: OMol25; level of theory: ωB97M-V/def2-TZVPD.

```
9
Properties=species:S:1:pos:R:3:lowdin_charge:R:1
O 0.7023 0.0069 0.1748 -0.33
H 0.0036 -0.7948 0.1042 -0.26
C -0.0839 1.1466 0.2742 -0.23
H 0.3032 1.9736 -0.3550 0.07
H -1.1346 0.9756 -0.0431 0.08
H -0.1330 1.5375 1.3119 0.08
Li 1.0826 -0.8201 -1.3441 0.80
O -0.3578 -1.6527 -0.3778 -0.22
H -0.3823 -2.3727 0.2550 0.01
```

Calculated values
- gap between HOMO and LUMO (eV) = 8.261
- relative energy (zero: lowest compared OMol25 entry of this formula, charge and spin) (kcal per mole) = 21.2
- HOMO (eV) = -8.63
- energy (Eh) = -199.08572

---

# 5
CH3IOS in the gas phase in a non-equilibrium geometry. Source: OMol25; level of theory: ωB97M-V/def2-TZVPD.

```
7
Properties=species:S:1:pos:R:3:lowdin_charge:R:1
C 0.0400 -0.0832 -0.2831 -0.39
O -1.4048 0.3096 -2.6543 -0.59
S 0.2294 -0.6681 -1.9923 0.45
I 2.1751 0.6472 -2.6426 0.48
H -0.3810 0.8027 -0.5283 -0.02
H 0.9272 0.2160 0.1955 0.02
H -0.5831 -0.8354 0.1701 0.05
```

Calculated values
- gap between HOMO and LUMO (spin up / spin down) (eV) = 7.973 / 7.972
- relative energy (zero: lowest compared OMol25 entry of this formula, charge and spin) (kcal per mole) = 68.4
- HOMO (spin up / spin down) (eV) = -9.55 / -9.55
- energy (Eh) = -810.87804

---

# 6
C4H7N3 in the gas phase. Source: OMol25; level of theory: ωB97M-V/def2-TZVPD.

```
14
Properties=species:S:1:pos:R:3:lowdin_charge:R:1
N -2.5203 -0.3025 0.0725 0.08
C -1.1236 -0.0683 0.0434 -0.40
C -0.0257 -0.8749 0.2452 -0.01
C 1.1349 -0.0457 0.1305 -0.36
N 2.4644 -0.4777 0.3207 0.06
C 0.7051 1.2289 -0.1504 -0.09
N -0.6798 1.1976 -0.1996 0.05
H -2.8844 -0.4719 -0.8614 0.08
H -2.7340 -1.1179 0.6353 0.08
H -0.0386 -1.9435 0.4310 0.10
H 3.1250 0.1478 -0.1257 0.08
H 2.6054 -1.4148 -0.0385 0.08
H 1.2560 2.1402 -0.3438 0.10
H -1.2844 2.0025 -0.1592 0.15
```

Calculated values
- gap between HOMO and LUMO (eV) = 8.379
- relative energy (zero: lowest compared OMol25 entry of this formula, charge and spin) (kcal per mole) = 0.6
- HOMO (eV) = -7.29
- energy (Eh) = -320.88232
- SMILES = Nc1c[nH]c(N)c1